The following is a quantum chemistry calculation of 16 unconnected molecules or ions with the total composition H32O16 at a distorted geometry, from the OMol25 dataset.

Output
ΔE to the lowest compared entry with this formula, charge and spin ... 115.0 kcal per mole

CARTESIAN COORDINATES (ANGSTROEM)
O1 -3.268 -0.648 0.628
H1 -4.033 -0.408 1.226
H2 -2.841 0.135 0.317
O2 -1.997 -2.041 2.271
H3 -2.577 -1.499 1.714
H4 -2.378 -2.909 2.405
O3 -1.255 1.668 -2.985
H5 -1.602 1.650 -2.099
H6 -1.702 2.490 -3.146
O4 -1.582 -1.291 -2.403
H7 -1.276 -0.524 -1.959
H8 -0.772 -1.615 -2.818
O5 2.406 -0.176 -1.299
H9 1.986 0.176 -2.097
H10 2.035 -1.048 -1.221
O6 -2.735 1.735 -0.567
H11 -3.653 1.767 -0.451
H12 -2.447 2.243 0.173
O7 3.042 2.405 -0.496
H13 2.935 2.393 0.457
H14 3.279 1.503 -0.726
O8 1.484 0.879 -3.503
H15 0.609 1.159 -3.200
H16 1.307 0.081 -3.977
O9 -0.664 -3.990 0.384
H17 -0.725 -4.462 1.212
H18 -0.981 -3.121 0.493
O10 0.024 3.159 -0.452
H19 -0.884 3.452 -0.336
H20 -0.179 2.246 -0.606
O11 1.496 1.928 1.714
H21 1.019 2.169 0.933
H22 1.079 2.247 2.494
O12 3.619 -0.630 1.399
H23 4.161 0.024 1.788
H24 2.829 -0.190 1.048
O13 0.878 -1.208 1.900
H25 1.296 -0.609 2.506
H26 1.445 -1.962 1.776
O14 1.527 -2.565 -0.814
H27 2.337 -2.869 -0.399
H28 0.808 -2.846 -0.238
O15 -0.162 0.244 -0.526
H29 -0.463 -0.185 0.265
H30 0.734 -0.042 -0.605
O16 -1.170 0.680 3.195
H31 -0.973 -0.219 3.011
H32 -2.015 0.622 3.611